[1]
ORCA calculation (ωB97M-V/def2-TZVPD) on the molecule C2H7N3.

Computed properties:
DFT total energy (Ha): -244.62174
SMILES string: [H]/N=C(/C)NN
HOMO level (eV): -9.1133
Spin multiplicity: 1
Gap between HOMO and LUMO (eV): 10.07

```
12
C2H7N3 | OMol25 | ωB97M-V/def2-TZVPD
H 0.547 1.782 0.125
N -0.477 1.501 -0.035
C -0.481 0.200 0.020
C -1.777 -0.607 -0.004
N 0.626 -0.630 0.101
N 1.945 -0.295 -0.023
H -1.591 -1.703 -0.366
H -2.287 -0.560 1.027
H -2.408 -0.106 -0.798
H 0.365 -1.601 -0.194
H 2.123 0.223 -0.890
H 2.141 0.372 0.698
```



[2]
ORCA calculation (ωB97M-V/def2-TZVPD) on C17H37N5P2STl as an isolated structure.

Computed properties:
DFT total energy (Ha): -2196.87103
HOMO level (eV): -9.7615
Spin multiplicity: 1
Net charge: +1
Gap between HOMO and LUMO (eV): 7.52

```
63
C17H37N5P2STl | OMol25 | ωB97M-V/def2-TZVPD
Tl 6.833 9.057 10.268
C 9.770 9.297 14.241
P 9.161 9.479 12.516
C 10.739 9.079 11.605
C 9.143 11.278 12.377
C 10.325 11.978 12.236
C 10.348 13.378 12.093
C 9.195 14.101 12.306
C 7.969 13.433 12.610
C 7.913 12.046 12.533
P 6.315 11.199 12.672
C 5.852 11.471 14.420
C 5.220 12.373 11.748
H 10.368 10.191 14.558
H 10.364 8.366 14.428
H 8.916 9.281 14.969
H 11.671 9.099 12.207
H 10.872 9.770 10.768
H 10.582 8.024 11.195
H 11.251 11.440 12.302
H 11.271 13.919 11.821
H 9.170 15.183 12.324
H 7.100 13.995 12.954
H 5.980 12.535 14.704
H 6.479 10.889 15.075
H 4.776 11.196 14.560
H 5.245 13.435 12.161
H 4.182 11.993 11.847
H 5.465 12.402 10.690
N 8.947 9.723 8.421
N 8.525 10.088 7.103
C 7.422 10.868 6.906
N 7.267 11.406 5.639
S 6.194 11.095 8.079
H 9.241 10.555 8.977
H 9.767 9.095 8.285
H 9.224 10.076 6.381
H 7.591 10.884 4.801
H 6.384 11.871 5.513
C 4.540 7.717 12.578
N 5.820 7.150 12.102
C 6.691 6.916 13.249
C 5.733 5.985 11.178
C 4.998 6.312 9.877
N 5.797 7.119 8.920
C 6.969 6.375 8.363
C 4.964 7.670 7.839
H 3.985 7.029 13.186
H 3.857 8.018 11.770
H 4.780 8.642 13.122
H 6.395 6.008 13.822
H 6.600 7.765 13.929
H 7.725 6.810 12.911
H 5.109 5.200 11.680
H 6.732 5.612 10.969
H 4.078 6.901 10.084
H 4.701 5.392 9.366
H 6.649 5.560 7.698
H 7.536 5.945 9.215
H 7.598 7.107 7.834
H 4.624 6.919 7.128
H 5.476 8.456 7.297
H 4.022 8.120 8.250
```



[3]
ORCA calculation (ωB97M-V/def2-TZVPD) on the molecule C4H9NO2.

Computed properties:
DFT total energy (Ha): -362.95272
SMILES string: N[C@@H](CO)CC=O
HOMO level (eV): -9.2480
Spin multiplicity: 1
Gap between HOMO and LUMO (eV): 9.80

```
16
C4H9NO2 | OMol25 | ωB97M-V/def2-TZVPD
N 0.197 0.579 -1.352
C 0.079 0.561 0.145
C -1.115 1.312 0.724
O -1.059 2.420 -0.136
C 0.038 -0.955 0.719
C 1.115 -1.748 0.095
O 1.087 -2.912 -0.170
H 0.513 1.531 -1.652
H -0.724 0.452 -1.913
H 0.913 1.118 0.613
H -1.182 1.388 1.883
H -2.236 0.877 0.374
H -0.693 3.243 0.268
H 0.193 -1.128 1.864
H -1.029 -1.572 0.643
H 1.932 -1.043 -0.264
```



[4]
ORCA calculation (ωB97M-V/def2-TZVPD) on C3H5N3O as an isolated structure.

Computed properties:
DFT total energy (Ha): -356.67040
HOMO level (eV): -10.1729
Spin multiplicity: 1
Gap between HOMO and LUMO (eV): 10.84

```
12
C3H5N3O | OMol25 | ωB97M-V/def2-TZVPD
C -1.468 -0.255 0.063
C 0.651 -0.256 -0.809
C 0.560 -0.399 0.784
N -0.554 1.399 -0.035
N -0.780 0.377 -1.014
N -0.677 0.420 1.023
O -2.425 -0.935 0.143
H 1.454 0.467 -1.003
H 0.826 -1.184 -1.471
H 0.609 -1.447 1.054
H 1.370 0.092 1.302
H 0.435 1.720 -0.038
```



[5]
ORCA calculation (ωB97M-V/def2-TZVPD) on a 4-piece molecular cluster, C3H12O4 overall.

Computed properties:
DFT total energy (Ha): -422.35552
SMILES string: C/C=C/O.O.O.O
HOMO level (eV): -8.6457
Spin multiplicity: 1
Gap between HOMO and LUMO (eV): 8.92

```
19
C3H12O4 | OMol25 | ωB97M-V/def2-TZVPD
C 2.351 0.186 0.281
C 0.974 0.655 0.099
C 0.313 0.596 -1.089
O -0.992 0.862 -1.188
H 2.963 0.565 1.134
H 2.488 -0.875 0.806
H 2.949 0.198 -0.632
H 0.272 0.918 0.910
H 0.568 0.127 -2.087
H -1.511 0.492 -0.523
O 1.974 -2.716 -0.040
H 1.364 -3.262 -0.455
H 2.854 -2.737 -0.432
O -4.853 -2.408 3.223
H -4.664 -2.226 4.081
H -4.261 -1.756 2.727
O -1.028 4.231 -2.204
H -1.649 3.426 -2.133
H -0.111 3.726 -2.478
```



What are the F_max values for these records? In order: 3.3; 2.2; 3.9; 3.9; 5.1 eV/Å.